[1]
Here is 17 unconnected molecules or ions with the total composition C19H4Cl64F3O2S at a distorted geometry from OMol25. Energies are from wB97M-V/def2-TZVPD.

The geometry in XYZ format:
```
93
C19H4Cl64F3O2S | OMol25 | wB97M-V/def2-TZVPD
C -0.747 -3.570 2.331
S -2.374 -3.277 2.988
O -2.582 -4.194 4.082
O -2.333 -1.910 3.465
C -3.586 -3.542 1.780
C -4.906 -3.251 2.357
F -5.844 -3.471 1.422
F -5.215 -3.994 3.386
F -5.080 -1.983 2.712
H -0.085 -3.382 3.157
H -0.489 -2.864 1.569
H -0.600 -4.578 1.988
H -3.452 -2.778 1.028
C 1.626 -1.705 -0.957
Cl 2.367 -0.107 -1.100
Cl 2.001 -2.355 0.636
Cl -0.123 -1.554 -1.140
Cl 2.269 -2.784 -2.203
C 1.121 0.184 -5.136
Cl 1.340 0.861 -6.756
Cl -0.251 0.948 -4.349
Cl 0.827 -1.552 -5.264
Cl 2.550 0.486 -4.152
C -3.870 0.115 -2.323
Cl -3.829 -0.975 -0.945
Cl -3.054 1.631 -1.914
Cl -3.030 -0.610 -3.694
Cl -5.553 0.416 -2.774
C 5.891 -3.446 1.887
Cl 4.905 -3.382 0.426
Cl 6.986 -4.834 1.812
Cl 6.840 -1.960 2.024
Cl 4.842 -3.597 3.299
C 3.095 4.565 -2.980
Cl 4.184 4.242 -4.332
Cl 1.533 5.123 -3.601
Cl 2.858 3.085 -2.055
Cl 3.784 5.805 -1.933
C 1.311 7.934 0.887
Cl 2.891 7.582 1.597
Cl 1.296 7.397 -0.792
Cl 0.058 7.083 1.790
Cl 1.010 9.675 0.956
C -3.174 -4.736 8.034
Cl -4.158 -4.624 6.592
Cl -2.064 -6.108 7.895
Cl -2.239 -3.249 8.233
Cl -4.207 -4.969 9.461
C -6.235 -7.059 1.750
Cl -5.963 -6.543 0.082
Cl -7.679 -6.254 2.382
Cl -6.496 -8.818 1.776
Cl -4.846 -6.648 2.735
C 5.705 -2.224 6.378
Cl 5.454 -3.338 7.727
Cl 4.168 -1.895 5.582
Cl 6.392 -0.710 6.984
Cl 6.820 -2.948 5.218
C -9.028 -2.140 -1.889
Cl -9.299 -3.495 -2.994
Cl -7.955 -2.641 -0.590
Cl -8.290 -0.801 -2.777
Cl -10.578 -1.615 -1.215
C -4.652 5.379 -1.805
Cl -5.244 6.679 -2.846
Cl -5.327 3.847 -2.346
Cl -2.887 5.310 -1.912
Cl -5.126 5.685 -0.132
C 2.944 1.058 2.749
Cl 4.088 -0.050 1.986
Cl 1.508 1.191 1.739
Cl 2.504 0.413 4.329
Cl 3.701 2.648 2.934
C 10.528 -4.083 6.757
Cl 11.778 -3.125 5.955
Cl 9.243 -3.020 7.322
Cl 9.861 -5.253 5.613
Cl 11.237 -4.942 8.129
C -1.693 3.391 -7.613
Cl -0.394 3.974 -6.568
Cl -0.999 2.726 -9.098
Cl -2.607 2.135 -6.779
Cl -2.768 4.736 -8.016
C -3.998 8.682 -6.429
Cl -5.014 7.667 -7.458
Cl -2.592 7.758 -5.899
Cl -3.466 10.099 -7.340
Cl -4.925 9.203 -5.019
C 7.878 2.646 -5.758
Cl 7.358 2.126 -4.154
Cl 8.297 1.233 -6.729
Cl 6.566 3.530 -6.544
Cl 9.289 3.699 -5.609
```

Results
Calculated total energy = -31026.74253 Eh
Spin multiplicity = 1
E_HOMO = -0.1610 Ha
Molecular weight = 2622.29 g mol⁻¹
Net charge = -1
Strongest force on any atom = 2.42 eV/Å
HOMO-LUMO gap = 5.46 eV

[2]
Here is a molecular structure, C52H44NOP2SeSrTe from OMol25. Energies are from wB97M-V/def2-TZVPD.

The geometry in XYZ format:
```
103
C52H44NOP2SeSrTe | OMol25 | wB97M-V/def2-TZVPD
Sr -0.270 -0.058 -0.073
C 5.982 4.539 1.233
C 5.414 3.540 2.259
C 6.251 3.588 3.545
C 5.466 2.145 1.655
C 6.678 1.473 1.510
C 6.756 0.234 0.905
C 5.603 -0.375 0.438
C 4.373 0.254 0.571
P 2.849 -0.498 -0.086
C 3.377 -1.964 -1.011
C 3.891 -3.120 -0.419
C 4.255 -4.198 -1.206
C 4.116 -4.133 -2.589
C 3.605 -2.991 -3.187
C 3.232 -1.913 -2.395
C 1.989 -1.208 1.368
C 1.121 -2.292 1.159
C 0.205 -2.666 2.134
C 0.135 -1.965 3.330
C 1.001 -0.906 3.556
C 1.918 -0.523 2.584
C 4.329 1.522 1.162
O 3.089 2.117 1.208
C 2.904 3.223 2.005
C 1.579 3.628 2.190
C 1.331 4.776 2.933
C 2.375 5.484 3.501
C 3.676 5.054 3.308
C 3.972 3.923 2.553
P 0.240 2.737 1.323
C 0.231 3.640 -0.270
C 0.925 3.047 -1.326
C 1.034 3.692 -2.551
C 0.440 4.931 -2.734
C -0.238 5.537 -1.684
C -0.334 4.902 -0.456
C -1.280 3.226 2.200
C -1.326 3.142 3.593
C -2.507 3.383 4.277
C -3.667 3.690 3.577
C -3.641 3.740 2.192
C -2.457 3.506 1.506
H 7.015 4.286 0.988
H 5.962 5.552 1.638
H 5.397 4.526 0.312
H 7.293 3.349 3.341
H 5.873 2.883 4.286
H 6.242 4.585 3.981
H 7.586 1.941 1.863
H 7.713 -0.258 0.794
H 5.664 -1.341 -0.043
H 3.995 -3.177 0.659
H 4.649 -5.094 -0.744
H 4.404 -4.979 -3.198
H 3.485 -2.937 -4.262
H 2.820 -1.025 -2.856
H 1.160 -2.850 0.228
H -0.459 -3.499 1.947
H -0.591 -2.240 4.083
H 0.958 -0.364 4.492
H 2.571 0.318 2.771
H 0.315 5.122 3.065
H 2.177 6.376 4.080
H 4.485 5.629 3.737
H 1.448 2.105 -1.175
H 1.591 3.230 -3.357
H 0.518 5.433 -3.690
H -0.686 6.512 -1.820
H -0.848 5.391 0.361
H -0.431 2.894 4.152
H -2.523 3.323 5.357
H -4.590 3.876 4.110
H -4.545 3.963 1.639
H -2.456 3.552 0.424
Se -2.408 -1.870 -1.059
C -2.851 -1.458 0.743
C -3.096 -2.461 1.688
C -3.314 -2.116 3.008
N -3.283 -0.865 3.479
C -3.093 0.096 2.585
C -2.895 -0.144 1.226
H -3.115 -3.499 1.384
H -3.511 -2.892 3.741
H -3.113 1.113 2.957
H -2.870 0.701 0.538
C -0.427 -1.743 -4.028
Te -0.498 0.298 -3.400
C 1.302 0.553 -4.538
C 1.523 -0.749 -5.271
C 2.567 -0.866 -6.190
C 2.772 -2.051 -6.875
C 1.930 -3.135 -6.648
C 0.898 -3.027 -5.733
C 0.689 -1.837 -5.036
H -1.390 -1.996 -4.465
H -0.258 -2.389 -3.167
H 2.133 0.799 -3.876
H 1.164 1.375 -5.239
H 3.215 -0.018 -6.372
H 3.579 -2.127 -7.591
H 2.077 -4.061 -7.188
H 0.242 -3.870 -5.555
```

Results
Calculated total energy = -5520.73039 Eh
Spin multiplicity = 1
E_HOMO = -0.3659 Ha
Molecular weight = 1055.06 g mol⁻¹
Net charge = +1
Strongest force on any atom = 0.12 eV/Å
HOMO-LUMO gap = 7.75 eV